<w>
ORCA calculation (the ωB97M-V functional and the def2-TZVPD basis) on a 2-piece molecular cluster, C3H10NOS overall.

Each line ends with the natural charge from an NBO analysis.
Atoms and positions in Å:
C 1.7457 1.2619 -1.4930  -0.73
S 1.4945 -0.3828 -2.2440  0.09
C 0.7297 -1.3233 -0.8960  -0.79
H 2.3205 1.8436 -2.2207  0.20
H 2.0969 1.1034 -0.4826  0.24
H 0.7896 1.7999 -1.5394  0.23
H -0.1819 -1.8190 -1.2514  0.21
H 1.4492 -2.0588 -0.5213  0.18
H 0.5439 -0.6018 -0.0433  0.32
N -2.3772 0.4991 1.9293  -0.91
C -0.9659 -0.0639 1.4641  0.15
O -0.3719 0.7829 0.6731  -0.90
H -2.6488 0.7380 0.9711  0.34
H -2.9762 -0.2938 2.1709  0.30
H -0.3889 -0.3691 2.3736  0.06
H -1.2594 -1.1162 1.1095  0.02

Computed properties:
**HOMO**: -3.1032 eV
**Charge**: -1
**Lowest unoccupied orbital energy**: 3.5 eV
**Multiplicity**: 1
**Frontier orbital gap**: 6.61 eV

=====

<x>
ORCA calculation (the ωB97M-V functional and the def2-TZVPD basis) on a 2-piece molecular cluster, C3H10NOS overall.

Each line ends with the natural charge from an NBO analysis.
Atoms and positions in Å:
C 0.0958 -0.6636 1.0541  -0.42
C -1.1924 -1.1453 0.4517  -0.54
S -1.2603 -0.9515 -1.3532  -0.70
C -0.0781 0.8975 1.0225  -0.21
N 1.1680 1.5342 1.6587  -0.91
H 1.0584 -0.8836 0.3906  0.21
H 0.4309 -1.0367 2.0514  0.17
H -2.0334 -0.5652 1.0013  0.16
H -1.2811 -2.2214 0.7171  0.18
H -0.9532 1.1610 1.6175  0.15
H -0.1778 1.1566 0.0567  0.21
H 1.1156 2.4975 1.6196  0.36
H 1.3228 0.9331 2.4983  0.37
H 1.2379 0.3811 -1.5538  0.49
H 2.0669 1.3232 -0.7970  0.46
O 2.0313 0.9009 -1.5913  -0.97

Computed properties:
**HOMO**: -2.5951 eV
**Charge**: -1
**Lowest unoccupied orbital energy**: 3.9 eV
**Multiplicity**: 1
**Frontier orbital gap**: 6.51 eV

=====

<y>
ORCA calculation (the ωB97M-V functional and the def2-TZVPD basis) on a 2-piece molecular cluster, C3H10NOS overall.

Each line ends with the natural charge from an NBO analysis.
Atoms and positions in Å:
C -1.1161 -0.6615 -0.4267  -0.63
C -0.5828 0.7317 -0.7121  -0.06
C 0.9181 0.8761 -0.4081  -0.52
S 1.3559 0.6373 1.3646  -0.74
N -1.3137 1.7654 0.0558  -0.87
H -0.5804 -1.4163 -0.9875  0.19
H -1.0523 -0.8667 0.6369  0.23
H -2.1684 -0.7296 -0.6897  0.18
H -0.7077 0.9740 -1.7811  0.15
H 1.1554 1.9102 -0.6567  0.19
H 1.4862 0.1520 -0.9832  0.19
H -0.7074 1.9952 0.8432  0.38
H -2.1399 1.3557 0.4708  0.33
H 1.2314 -2.4858 0.6525  0.46
H 2.1792 -1.6551 1.4605  0.50
O 2.0424 -2.5826 1.1609  -0.99

Computed properties:
**HOMO**: -2.9008 eV
**Charge**: -1
**Lowest unoccupied orbital energy**: 4.0 eV
**Multiplicity**: 1
**Frontier orbital gap**: 6.91 eV

=====

<z>
ORCA calculation (the ωB97M-V functional and the def2-TZVPD basis) on a 2-piece molecular cluster, C3H10NOS overall.

Each line ends with the natural charge from an NBO analysis.
Atoms and positions in Å:
C -2.1445 -0.2099 1.8358  -0.73
S -1.8031 0.8208 0.3715  -0.60
H -3.1861 -0.5410 1.8526  0.18
H -1.5367 -1.1334 1.9471  0.18
H -1.9934 0.3944 2.7419  0.18
C 0.6855 -0.4009 -1.6898  -0.07
O -0.3817 -1.1721 -1.1672  -0.82
C 1.7061 -0.0584 -0.6033  -0.25
N 1.4943 1.3074 -0.0686  -0.89
H 1.1668 -1.0171 -2.4828  0.15
H 0.2736 0.5112 -2.1907  0.16
H -1.0157 -0.5212 -0.6212  0.45
H 1.5995 -0.8747 0.1110  0.17
H 2.7492 -0.0757 -0.9442  0.15
H 1.8872 1.5080 0.8976  0.34
H 0.4990 1.4626 0.0103  0.39

Computed properties:
**HOMO**: -3.0351 eV
**Charge**: -1
**Lowest unoccupied orbital energy**: 4.2 eV
**Multiplicity**: 1
**Frontier orbital gap**: 7.21 eV

=====

Short version: <y> is the most stable of them.

=====

<w>
ORCA calculation (the ωB97M-V functional and the def2-TZVPD basis) on an isolated ion of composition C4H10NO2 and charge -1.

Each line ends with the natural charge from an NBO analysis.
Atoms and positions in Å:
C 0.1290 -0.0097 -1.8503  -0.06
O -1.0338 0.0352 -2.6800  -0.75
C -0.1962 -0.2615 -0.3690  -0.08
C 0.9651 0.1341 0.5369  -0.44
C 0.7336 -0.0437 2.0669  -0.01
O -0.4068 0.5283 2.5180  -0.96
N -1.4783 0.3755 0.0009  -0.93
H 0.6387 0.9582 -1.9615  0.14
H 0.8346 -0.7293 -2.2801  0.15
H -1.7575 -0.1380 -2.0667  0.47
H -0.4047 -1.3368 -0.2895  0.15
H 1.2687 1.1641 0.2997  0.18
H 1.8578 -0.3860 0.1431  0.17
H 1.6473 0.4131 2.5348  0.08
H 0.7622 -1.1331 2.2796  0.08
H -2.2332 -0.2728 0.1152  0.34
H -1.3265 0.7023 1.0018  0.44

Computed properties:
**HOMO**: -2.7777 eV
**Charge**: -1
**Lowest unoccupied orbital energy**: 3.9 eV
**Multiplicity**: 1
**Frontier orbital gap**: 6.69 eV

=====

<x>
ORCA calculation (the ωB97M-V functional and the def2-TZVPD basis) on an isolated ion of composition C4H10NO2 and charge -1.

Each line ends with the natural charge from an NBO analysis.
Atoms and positions in Å:
C 2.2693 0.0608 -0.3892  -0.42
N 1.2341 0.8026 0.3346  -0.64
C -0.1467 0.3150 0.1438  -0.13
C -0.6579 0.5696 -1.2472  -0.07
O -2.0820 0.6027 -1.2905  -0.74
C -0.3741 -1.1083 0.7191  -0.03
O -0.3987 -1.1010 2.0612  -0.97
H 2.1188 0.2275 -1.4574  0.17
H 3.2439 0.4702 -0.1246  0.18
H 2.2905 -1.0062 -0.1597  0.18
H 1.3666 0.6736 1.3346  0.37
H -0.6772 0.9410 0.8730  0.19
H -0.2365 1.4931 -1.6592  0.15
H -0.3234 -0.2322 -1.9261  0.14
H -2.3921 0.4451 -0.3907  0.47
H -1.2973 -1.5126 0.2164  0.07
H 0.4390 -1.7475 0.2779  0.07

Computed properties:
**HOMO**: -2.5353 eV
**Charge**: -1
**Lowest unoccupied orbital energy**: 4.0 eV
**Multiplicity**: 1
**Frontier orbital gap**: 6.52 eV

=====

Short version: <w> is the most stable of them.

=====

<w>
ORCA calculation (the ωB97M-V functional and the def2-TZVPD basis) on an isolated ion of composition C4H10NO2 and charge -1.

Each line ends with the natural charge from an NBO analysis.
Atoms and positions in Å:
C 0.1401 0.6456 0.0400  -0.21
C -0.0501 0.4113 1.5112  -0.45
C -1.5607 -0.0440 1.9383  0.00
O -1.6127 -0.2756 3.3016  -0.95
N 0.2575 -0.6376 -0.6747  -0.65
C 0.5752 -0.6298 -2.0681  0.06
O 1.6069 0.1381 -2.6771  -0.74
H 1.1309 1.1120 -0.2218  0.13
H -0.5825 1.4437 -0.4682  0.17
H 0.3495 1.3088 1.9081  0.19
H 0.4727 -0.5399 1.7222  0.18
H -1.8869 -0.8179 1.1781  0.09
H -2.1507 0.8232 1.4619  0.04
H 0.7705 -1.3379 -0.1730  0.35
H 0.6990 -1.6946 -2.4994  0.15
H -0.4267 -0.1663 -2.1776  0.18
H 2.2682 0.2610 -2.1017  0.45

Computed properties:
**HOMO**: -2.3468 eV
**Charge**: -1
**Lowest unoccupied orbital energy**: 3.3 eV
**Multiplicity**: 1
**Frontier orbital gap**: 5.68 eV

=====

<x>
ORCA calculation (the ωB97M-V functional and the def2-TZVPD basis) on a 2-piece molecular cluster, C4H10NO2 overall.

Each line ends with the natural charge from an NBO analysis.
Atoms and positions in Å:
N -0.4319 -1.7240 0.9068  -0.94
C -1.2676 -0.4758 1.3558  0.15
O -2.1744 -0.1535 0.4583  -0.92
H -1.0955 -2.1874 0.3004  0.36
H -0.3057 -2.3589 1.7254  0.33
H -1.6423 -0.7408 2.3458  0.06
H -0.4556 0.2939 1.5265  0.07
C 1.6173 1.9109 -0.3590  -0.58
C 1.0698 0.7193 -0.7224  0.37
O 1.6248 -0.4615 -0.2842  -0.77
C -0.1390 0.5874 -1.6038  -0.73
H 1.1350 2.8724 -0.6659  0.18
H 2.5118 1.9518 0.2582  0.19
H 0.9198 -0.9802 0.1614  0.51
H -0.3145 1.5280 -2.1559  0.19
H 0.0057 -0.2591 -2.2931  0.20
H -1.0216 0.4175 -0.9678  0.31

Computed properties:
**HOMO**: -3.0337 eV
**Charge**: -1
**Lowest unoccupied orbital energy**: 4.3 eV
**Multiplicity**: 1
**Frontier orbital gap**: 7.30 eV

=====

Short version: <x> is the most stable of them.